(1)
Molecular formula: C24H34N2O3
Method: DFT, ωB97M-V with the def2-TZVPD basis set

Calculated values
HOMO-LUMO gap: 0.2872 Ha
relative energy (zero: lowest compared OMol25 entry of this formula, charge and spin): 148.5 kJ/mol
structure (SMILES): CC(C)CN(CCOc1cccc(N2C(=O)C3=C(CCCC3)C2=O)c1)CC(C)C

The geometry in ORCA input format:
```
! wB97M-V def2-TZVPD RIJCOSX def2/J DEFGRID3
* xyz 0 1
C 0.269 -2.709 -2.927
C -2.347 -1.570 -2.025
H -4.470 -1.365 -2.034
C -1.100 0.484 -1.803
C -1.865 1.472 2.622
C 3.670 -4.568 -2.689
H -4.418 1.096 -1.780
C -1.520 3.186 -0.640
C 1.869 2.241 1.389
C 2.365 -4.251 -3.424
H -0.375 -0.155 1.061
H -2.367 -2.641 -2.138
H 1.706 -5.121 -3.459
N -1.182 2.318 1.655
H 3.440 -5.086 -1.756
H 2.087 4.498 2.982
H -1.343 -1.628 1.179
C 1.088 2.610 2.645
H 4.104 -1.405 -1.325
C 1.257 -1.312 -1.394
H -2.751 1.984 3.039
H 0.901 1.695 3.215
H 4.617 -2.735 -3.297
H -0.058 4.056 1.562
H -2.826 0.305 1.084
C 3.668 -2.404 -1.393
C -1.054 -0.715 1.696
H -3.011 2.390 0.668
C 1.683 -3.124 -2.739
C 1.897 3.569 3.517
H 2.810 1.765 1.653
H 4.283 -5.232 -3.300
C -3.525 -0.848 -1.970
O -0.555 -3.188 -3.661
H -1.183 1.277 3.451
C -2.111 3.000 0.772
C -2.288 1.199 -1.717
C -3.208 -0.616 2.980
C 4.447 -3.288 -2.371
H 2.854 3.125 3.781
H -4.109 -0.037 3.178
N 0.079 -1.615 -2.076
H -0.703 3.711 3.176
H -0.151 0.993 -1.759
C -0.254 3.252 2.277
H 1.298 1.549 0.780
H -2.704 -0.799 3.927
C 2.257 -2.313 -1.842
H 1.363 3.806 4.435
H 3.694 -2.832 -0.386
O -2.334 2.563 -1.619
C -3.503 0.525 -1.819
O 1.407 -0.414 -0.605
C -2.283 0.126 2.018
H -3.503 -1.574 2.557
H 2.568 -3.964 -4.461
H 5.419 -3.540 -1.946
H -1.501 4.239 -0.931
H -0.529 -0.987 2.609
H -0.501 2.793 -0.651
C -1.135 -0.895 -1.961
H 2.087 3.132 0.803
H -2.424 3.972 1.186
*
```

***

(2)
Molecular formula: C24H34N2O6
Method: DFT, ωB97M-V with the def2-TZVPD basis set

Calculated values
HOMO-LUMO gap: 0.3384 Ha
relative energy (zero: lowest compared OMol25 entry of this formula, charge and spin): 21.5 kJ/mol
structure (SMILES): CCOC(=O)C1CCN(C(=O)c2ccc(OC3CCN(C(=O)CCOC)CC3)cc2)CC1

The geometry in ORCA input format:
```
! wB97M-V def2-TZVPD RIJCOSX def2/J DEFGRID3
* xyz 0 1
C -0.617 -2.754 -4.255
H -1.654 2.506 5.642
C 3.031 4.848 8.817
H 3.222 2.775 8.241
H -0.397 -5.354 -8.477
H 2.077 3.058 9.590
H 1.971 1.704 4.284
O 2.686 3.334 5.980
C -0.809 1.209 -0.062
C -0.636 0.035 3.529
H 0.351 -3.272 -4.198
C 0.110 -0.961 1.372
H -2.517 -4.030 -10.336
C -0.913 1.200 1.311
C 2.459 3.449 8.644
O -0.172 0.266 -2.093
H -1.779 -1.406 -3.043
C -0.683 2.346 6.116
H -0.814 2.391 7.197
C 0.226 -0.957 -0.008
C 0.554 3.315 4.155
N 0.048 0.928 4.280
C -0.955 -4.432 -8.249
C -0.686 -3.971 -6.820
H 3.414 5.213 7.868
H 0.675 -1.810 -0.491
H -0.334 -0.089 -6.257
H -0.790 -2.538 -2.129
H 0.457 -1.815 1.934
H -1.469 -4.390 -6.188
C 0.575 -0.218 -4.294
H -1.493 -0.086 -4.915
O -0.643 -1.729 -7.692
H 1.201 -1.226 -2.484
H -1.403 -3.515 -4.274
N -0.684 -1.947 -5.456
H -3.812 -5.069 -9.681
O -1.374 -0.801 4.023
C -0.236 0.131 -0.741
H 1.334 4.017 3.857
H -0.360 3.555 3.609
H -0.866 0.186 5.968
C 0.276 -0.807 -2.905
H 0.280 -4.342 -6.472
H -1.375 2.035 1.817
C 0.285 3.443 5.656
H 3.843 4.822 9.538
C 1.005 1.895 3.802
C -2.738 -4.898 -9.702
O -2.340 -4.671 -8.377
H 2.261 5.528 9.173
C -0.804 -1.895 -3.010
C -0.678 -2.452 -6.715
C -0.445 0.115 2.047
H 1.504 -0.637 -4.682
H -0.163 4.421 5.869
C -0.552 -0.513 -5.275
H 1.130 1.792 2.724
H 0.799 0.772 6.217
C -0.153 0.971 5.712
O 1.333 3.452 7.763
H -0.639 -3.647 -8.951
H -2.236 -5.779 -10.124
C 1.581 3.396 6.453
H 0.701 0.860 -4.189
H -1.170 2.043 -0.643
*
```

***

(3)
Molecular formula: C24H34N4O8PRuS2Te
Method: DFT, ωB97M-V with the def2-TZVPD basis set

Calculated values
HOMO-LUMO gap (alpha / beta): 0.2455 / 0.2625 Ha
relative energy (zero: lowest compared OMol25 entry of this formula, charge and spin): 397.1 kJ/mol
<S²>: 0.8779

The geometry in ORCA input format:
```
! wB97M-V def2-TZVPD RIJCOSX def2/J DEFGRID3
* xyz 0 2
H 1.423 -2.258 -4.112
C -0.152 -3.818 1.597
H 6.980 3.473 0.610
O -1.850 2.301 2.232
H -0.809 -0.981 3.306
O -2.199 4.085 3.532
H -2.074 4.000 0.364
O 3.461 -0.919 0.609
C 2.173 1.795 2.071
C -4.131 -2.992 0.417
H -4.414 1.185 -2.000
H 3.750 -5.000 -3.471
C 0.090 -2.868 -2.519
N 0.030 -1.087 1.435
H -3.654 -2.564 1.296
C -4.808 1.660 -1.097
H -4.986 -3.592 0.726
H 5.841 4.703 2.403
N 0.373 3.423 0.333
C 3.209 -4.329 -2.803
H -0.201 -4.897 1.651
H 1.566 -1.277 -2.643
H 0.928 -1.321 -0.400
H -0.989 -3.466 3.547
C -4.631 3.164 -1.155
N 1.789 0.904 1.176
Te -1.216 0.976 -1.539
H -2.087 5.438 1.430
C 1.022 -4.136 -0.558
C 4.128 3.418 2.445
N 0.954 -3.850 -1.880
H -3.609 3.414 -1.442
P -2.929 0.112 -0.067
H -0.548 -2.399 -1.772
H 1.298 -4.650 -3.765
C -0.477 -1.655 2.526
O -4.148 1.131 0.064
C 1.733 -4.713 -2.767
C -1.925 3.564 2.467
H 0.089 3.496 -0.638
H 0.170 -1.080 -3.711
C 5.371 3.825 1.980
H -0.569 -3.407 -3.209
C 0.866 -1.806 -3.291
C 0.381 -3.227 0.455
C 0.467 -1.843 0.429
C 6.018 3.128 0.965
H -3.415 -3.633 -0.099
S 3.044 0.395 0.218
H 0.366 4.643 2.035
H 3.342 -3.306 -3.151
O 2.701 0.593 -1.165
C -4.594 -1.886 -0.516
H 5.915 1.467 -0.420
H 3.639 -4.410 -1.805
H -5.319 3.596 -1.883
S 1.105 2.294 3.252
H 0.102 5.518 0.524
H 1.644 -5.736 -2.403
C -0.131 4.595 1.066
C -0.585 -3.029 2.646
H -4.840 3.595 -0.177
H -5.050 -2.308 -1.411
O 1.613 -5.122 -0.136
O -3.493 -1.084 -0.994
H 3.602 3.953 3.225
H -5.324 -1.246 -0.013
C 3.536 2.316 1.851
C -1.632 4.466 1.250
Ru -0.515 1.150 1.033
O -2.548 -0.324 1.297
C 5.427 2.016 0.374
C 4.180 1.641 0.821
H 1.387 3.388 0.351
H -5.864 1.400 -0.999
*
```

***

(4)
Molecular formula: C24H34N5O4S2Ti
Method: DFT, ωB97M-V with the def2-TZVPD basis set

Calculated values
HOMO-LUMO gap (alpha / beta): 0.2503 / 0.3244 Ha
relative energy (zero: lowest compared OMol25 entry of this formula, charge and spin): 49.0 kJ/mol
<S²>: 2.0062

The geometry in ORCA input format:
```
! wB97M-V def2-TZVPD RIJCOSX def2/J DEFGRID3
* xyz 1 3
C -3.517 -1.935 -3.361
H 2.637 -3.514 2.848
C -2.012 0.654 2.358
H -4.471 -1.922 -3.868
H 1.422 2.787 -1.777
H -1.223 -4.206 -2.313
H -1.665 5.549 -1.027
C -0.430 5.033 0.652
H 3.852 1.175 -1.739
N 2.062 -0.794 -3.481
C 1.636 -0.473 2.818
H -1.187 5.087 1.433
C 2.897 0.034 3.472
H 1.255 2.246 3.340
O -4.636 -4.283 -4.113
H 0.099 5.987 0.633
H 0.584 1.366 4.697
H 3.126 -0.557 4.362
C 0.439 1.591 3.638
H 2.036 -0.292 -4.353
C 1.634 -1.735 2.205
H -0.120 -2.104 -1.520
H 3.701 -2.124 2.699
H -2.734 -2.191 2.052
H -2.308 0.805 3.398
C -1.672 -3.235 -2.473
N -3.569 -4.401 -3.557
C 1.162 3.212 0.123
S 2.284 1.977 0.643
C -1.670 -0.834 -2.288
H -0.091 -3.697 0.097
H -1.685 3.831 -0.613
H 1.366 -4.075 0.991
H -0.375 4.024 -2.617
N 0.976 3.449 -1.161
H 0.748 3.802 1.969
C 0.445 0.315 2.839
C 2.850 -2.623 2.252
H 1.582 -1.676 -3.422
C -2.074 -2.033 1.196
C -1.049 4.714 -0.694
N 0.503 3.959 1.007
H -0.205 -4.280 1.750
H 3.152 -2.966 1.263
C -0.766 -1.454 1.678
H -1.867 1.639 1.911
C 0.043 4.442 -1.708
H -0.499 2.129 3.548
H 2.816 1.072 3.772
N 3.361 0.818 -2.544
C -0.754 -0.169 2.263
C -1.066 -2.058 -2.050
C 0.422 -2.229 1.617
H -2.847 0.186 1.850
S 2.721 -1.223 -0.939
H 3.754 -0.037 2.803
C 0.377 -3.642 1.081
C -2.886 -0.768 -2.947
H -1.943 -2.988 0.699
O -1.408 1.523 -2.310
H -3.332 0.199 -3.134
C -2.885 -3.131 -3.110
H 0.591 5.352 -1.956
H -2.594 -1.377 0.499
O -0.101 0.334 -0.947
Ti 0.886 -0.170 0.563
C 2.721 -0.346 -2.415
C -1.031 0.468 -1.842
H 3.547 1.229 -3.443
O -3.015 -5.444 -3.295
*
```

***

(5)
Molecular formula: C24H34N6O3
Method: DFT, ωB97M-V with the def2-TZVPD basis set

Calculated values
HOMO-LUMO gap: 0.3058 Ha
relative energy (zero: lowest compared OMol25 entry of this formula, charge and spin): 987.0 kJ/mol

The geometry in ORCA input format:
```
! wB97M-V def2-TZVPD RIJCOSX def2/J DEFGRID3
* xyz 0 1
C -3.127 1.502 0.829
C -1.621 2.278 -0.859
H 1.827 0.780 2.096
N -0.348 -0.674 -0.084
H 3.195 2.772 2.328
H 4.251 0.840 1.484
C 3.952 0.955 0.441
N 3.580 -2.602 -0.832
C -2.693 2.562 -1.684
H -1.691 -0.947 1.458
C 1.896 3.699 -1.170
C 3.274 -2.661 -2.249
H 4.970 -1.112 -1.100
C 1.368 -0.078 1.609
O 2.071 -4.144 -0.191
H -2.079 -2.335 -1.225
C -1.333 -1.499 0.592
H 4.209 -2.667 -2.802
H -4.027 -3.741 -1.563
H -5.208 1.605 0.352
H 4.807 -1.705 0.567
C 2.822 3.020 1.343
H -2.987 -0.931 -0.657
N 2.031 -2.220 0.878
H -4.699 -1.190 1.152
H -2.519 2.975 -2.666
C 3.130 2.203 0.263
H 1.817 4.780 2.025
H -2.982 -3.670 0.687
O 1.207 -2.682 1.701
N 2.510 -2.989 -0.047
H -4.824 2.535 -1.902
C -0.655 1.392 1.286
C -4.236 -2.119 1.479
H -0.616 2.481 -1.200
C -1.826 1.735 0.404
H -3.304 1.093 1.814
C 3.248 -0.331 -0.020
H -0.093 2.301 1.518
C -3.987 2.316 -1.256
C -4.526 -3.237 -0.738
H 0.965 5.375 -0.214
H 2.646 -1.825 -2.576
H 2.916 1.955 -1.857
N 2.426 -0.885 1.041
H 2.658 -0.129 -0.929
H 0.883 -0.702 2.365
N -0.051 -1.021 -1.288
H -5.016 -2.775 1.860
C 2.671 2.566 -1.000
C 1.576 4.494 -0.082
H -5.248 -3.924 -0.304
C -4.202 1.792 0.007
H -1.006 0.970 2.230
H 2.747 -3.597 -2.425
C 4.258 -1.433 -0.341
C -2.490 -1.851 -0.339
C -3.512 -2.788 0.312
O 0.846 -0.393 -1.879
H -0.841 -2.414 0.945
H 0.832 0.973 -0.206
H -3.553 -1.904 2.296
H -5.064 -2.378 -1.135
H 1.545 3.963 -2.157
C 2.049 4.157 1.174
C 0.319 0.428 0.596
H 4.862 1.057 -0.157
*
```

***

(6)
Molecular formula: C24H35AsF5N4PdSeSi2Te
Method: DFT, ωB97M-V with the def2-TZVPD basis set

Calculated values
HOMO-LUMO gap (alpha / beta): 0.2755 / 0.2295 Ha
relative energy (zero: lowest compared OMol25 entry of this formula, charge and spin): 154.0 kJ/mol
<S²>: 6.0226

The geometry in ORCA input format:
```
! wB97M-V def2-TZVPD RIJCOSX def2/J DEFGRID3
* xyz 1 5
H -2.559 4.636 0.381
Si 4.255 -0.811 1.100
H 1.522 -2.058 4.622
C 3.567 -2.467 1.605
C -0.965 1.100 3.780
H -1.628 -1.131 6.138
F -3.850 0.335 -2.915
Se -2.254 -0.295 -0.335
C -1.512 -0.775 5.114
F -8.192 0.206 -1.174
As 2.418 0.478 0.293
H 2.960 3.556 -2.621
H 5.374 3.631 -0.994
C -0.368 -1.122 3.069
Si 3.254 2.610 -0.351
C 1.342 0.408 3.789
H -2.470 -0.869 4.599
N -1.116 0.637 5.143
H 0.070 0.396 6.850
Pd 0.139 1.134 1.000
F -7.209 -0.330 1.293
H -1.322 -1.203 2.545
H 6.278 -1.705 0.056
C -6.027 0.278 -2.069
H -0.659 2.149 3.774
N 1.208 -0.054 5.153
H 3.321 3.236 2.051
C 0.113 7.447 0.566
F -4.542 -0.527 1.666
C 5.084 2.615 -0.711
H -1.917 0.999 3.252
C 0.177 0.745 5.823
H 6.013 -0.044 -0.475
H 5.062 -1.362 -1.177
C -5.015 -0.270 0.443
C -1.203 7.700 0.931
C 2.284 3.161 -1.861
C -0.498 5.225 0.090
C -6.383 -0.171 0.268
H 5.943 -0.246 2.781
C -1.811 5.418 0.434
H 1.567 3.944 -1.605
H 5.041 1.203 2.349
H -1.484 8.690 1.264
C 0.766 -1.453 5.126
H 0.382 -1.711 2.538
C 5.515 -0.987 -0.258
C -4.663 0.168 -1.873
H 2.793 -2.367 2.368
C 0.487 6.176 0.132
H 2.077 -0.203 3.264
C -2.160 6.698 0.867
H 1.670 1.450 3.771
Te -1.438 1.955 -0.947
H 4.363 -3.090 2.020
N -0.513 -1.600 4.428
H -3.185 6.903 1.149
C -4.137 -0.104 -0.618
H 1.510 5.971 -0.156
H 1.731 2.335 -2.311
N 0.060 0.307 3.036
H 5.683 2.329 0.154
C -6.886 0.106 -0.994
H 1.817 3.802 1.295
C 4.943 0.136 2.556
H 4.334 0.013 3.452
H 0.488 1.791 5.839
C 2.891 3.674 1.147
H 5.334 1.959 -1.545
H 0.658 -1.811 6.150
F -6.517 0.542 -3.272
H 3.339 4.664 1.023
H 3.138 -2.994 0.752
H 0.855 8.233 0.615
*
```

***

(7)
Molecular formula: C24H35F2O7S3
Method: DFT, ωB97M-V with the def2-TZVPD basis set

Calculated values
HOMO-LUMO gap: 0.2656 Ha
relative energy (zero: lowest compared OMol25 entry of this formula, charge and spin): 0.0 kJ/mol

The geometry in ORCA input format:
```
! wB97M-V def2-TZVPD RIJCOSX def2/J DEFGRID3
* xyz -1 1
H 0.737 4.874 0.304
H 4.066 2.207 -1.010
H -0.539 1.756 3.221
H -2.141 -1.691 -0.396
C 1.283 2.256 2.084
O -2.631 1.587 -4.663
F 7.848 -0.536 -0.704
C -1.215 -2.718 -2.125
H -1.841 4.445 -2.667
C 6.513 -0.337 -0.702
C -2.180 -2.141 -3.045
O 0.073 -0.397 0.073
H 1.804 2.700 3.102
H 0.012 -2.080 -1.969
C -0.378 -2.612 2.695
H 1.503 -1.515 3.348
H 1.462 4.928 1.918
H 2.672 0.437 -0.274
C 1.232 -3.452 4.430
H -0.585 1.677 1.343
H 6.856 1.575 -1.317
C -1.246 -3.621 3.055
H -0.930 1.620 -2.296
H -3.197 -4.464 -1.253
H -0.557 2.938 -1.138
H -1.997 -1.197 -2.779
C 4.566 1.209 -0.756
S -3.750 -2.705 -2.613
C -0.142 2.239 2.144
C 4.189 -1.063 -0.034
O -3.778 3.691 -4.114
C 0.409 -4.669 4.590
H -4.429 2.113 -1.864
S -2.974 2.656 -3.680
C -1.228 2.610 -1.933
H -2.628 2.785 -0.421
H -1.465 -3.095 -0.048
C 1.718 3.206 0.892
H 0.795 -5.492 5.235
C 5.990 0.953 -1.000
H -2.081 -3.585 2.586
F -1.804 -5.653 4.179
H 1.247 2.800 0.058
H 3.625 -1.853 0.292
C 5.555 -1.305 -0.079
H -3.542 0.651 -2.277
H -0.656 3.501 -3.645
H -4.151 -3.298 -0.438
O -4.713 -1.581 -2.647
C -1.982 -2.761 -0.821
H 1.612 1.184 1.929
H 2.705 3.559 0.942
O -0.464 4.439 3.400
C 3.655 0.218 -0.433
C 1.022 4.363 1.176
C -3.598 1.839 -2.212
C -2.460 2.103 -1.195
H -0.672 -1.696 2.032
C -0.852 -4.683 3.879
H 0.929 -0.686 0.476
C -3.268 -3.312 -1.062
H -2.094 1.300 -0.800
C 0.788 -2.372 3.527
S -0.508 3.982 2.000
C -1.574 3.465 -3.015
O -4.067 -3.781 -3.470
O -1.586 4.220 1.050
H -0.899 -3.721 -2.187
H -2.142 -2.313 -4.008
H 2.041 -3.445 5.162
H 6.038 -2.256 -0.030
*
```

***

Which formula does entry 2 have? C24H34N2O6

***

Repeat the fifth record exactly.
Molecular formula: C24H34N6O3
Method: DFT, ωB97M-V with the def2-TZVPD basis set

Calculated values
HOMO-LUMO gap: 0.3058 Ha
relative energy (zero: lowest compared OMol25 entry of this formula, charge and spin): 987.0 kJ/mol

The geometry in ORCA input format:
```
! wB97M-V def2-TZVPD RIJCOSX def2/J DEFGRID3
* xyz 0 1
C -3.127 1.502 0.829
C -1.621 2.278 -0.859
H 1.827 0.780 2.096
N -0.348 -0.674 -0.084
H 3.195 2.772 2.328
H 4.251 0.840 1.484
C 3.952 0.955 0.441
N 3.580 -2.602 -0.832
C -2.693 2.562 -1.684
H -1.691 -0.947 1.458
C 1.896 3.699 -1.170
C 3.274 -2.661 -2.249
H 4.970 -1.112 -1.100
C 1.368 -0.078 1.609
O 2.071 -4.144 -0.191
H -2.079 -2.335 -1.225
C -1.333 -1.499 0.592
H 4.209 -2.667 -2.802
H -4.027 -3.741 -1.563
H -5.208 1.605 0.352
H 4.807 -1.705 0.567
C 2.822 3.020 1.343
H -2.987 -0.931 -0.657
N 2.031 -2.220 0.878
H -4.699 -1.190 1.152
H -2.519 2.975 -2.666
C 3.130 2.203 0.263
H 1.817 4.780 2.025
H -2.982 -3.670 0.687
O 1.207 -2.682 1.701
N 2.510 -2.989 -0.047
H -4.824 2.535 -1.902
C -0.655 1.392 1.286
C -4.236 -2.119 1.479
H -0.616 2.481 -1.200
C -1.826 1.735 0.404
H -3.304 1.093 1.814
C 3.248 -0.331 -0.020
H -0.093 2.301 1.518
C -3.987 2.316 -1.256
C -4.526 -3.237 -0.738
H 0.965 5.375 -0.214
H 2.646 -1.825 -2.576
H 2.916 1.955 -1.857
N 2.426 -0.885 1.041
H 2.658 -0.129 -0.929
H 0.883 -0.702 2.365
N -0.051 -1.021 -1.288
H -5.016 -2.775 1.860
C 2.671 2.566 -1.000
C 1.576 4.494 -0.082
H -5.248 -3.924 -0.304
C -4.202 1.792 0.007
H -1.006 0.970 2.230
H 2.747 -3.597 -2.425
C 4.258 -1.433 -0.341
C -2.490 -1.851 -0.339
C -3.512 -2.788 0.312
O 0.846 -0.393 -1.879
H -0.841 -2.414 0.945
H 0.832 0.973 -0.206
H -3.553 -1.904 2.296
H -5.064 -2.378 -1.135
H 1.545 3.963 -2.157
C 2.049 4.157 1.174
C 0.319 0.428 0.596
H 4.862 1.057 -0.157
*
```